{
  "formula": "C41H23F15GeNOReS5SbTe",
  "method": "ωB97M-V/def2-TZVPD",
  "species": ["Re", "S", "Sb", "S", "S", "S", "F", "C", "C", "C", "F", "C", "F", "C", "F", "C", "F", "Ge", "S", "C", "C", "F", "C", "F", "C", "F", "C", "F", "C", "F", "C", "C", "F", "C", "F", "C", "F", "C", "F", "C", "F", "C", "C", "C", "C", "C", "C", "Te", "N", "C", "O", "C", "C", "C", "C", "C", "C", "C", "C", "C", "C", "C", "C", "C", "C", "C", "C", "H", "H", "H", "H", "H", "H", "H", "H", "H", "H", "H", "H", "H", "H", "H", "H", "H", "H", "H", "H", "H", "H", "H"],
  "xyz": [[-1.772, 0.605, -1.203], [-2.796, 5.002, -0.610], [-3.788, 3.370, -1.758], [-1.916, 1.991, -2.894], [-3.541, 1.336, -0.106], [-5.606, 3.080, -2.970], [-1.286, -2.249, 0.601], [-1.115, -3.573, 0.416], [-1.002, -4.116, -0.853], [-0.899, -5.497, -0.953], [-0.881, -6.075, -2.157], [-0.863, -6.306, 0.162], [-0.773, -7.619, 0.051], [-0.934, -5.723, 1.412], [-0.897, -6.479, 2.488], [-1.058, -4.353, 1.546], [-1.124, -3.805, 2.752], [-1.114, -3.129, -2.509], [-0.234, -0.945, -2.094], [0.124, -3.506, -3.929], [-0.090, -2.889, -5.154], [-1.121, -2.046, -5.300], [0.749, -3.085, -6.223], [0.533, -2.492, -7.383], [1.848, -3.909, -6.060], [2.665, -4.103, -7.071], [2.116, -4.505, -4.844], [3.194, -5.258, -4.704], [1.263, -4.287, -3.786], [1.585, -4.819, -2.604], [-2.962, -3.123, -3.049], [-3.921, -2.471, -2.294], [-3.560, -1.861, -1.154], [-5.248, -2.432, -2.644], [-6.129, -1.772, -1.910], [-5.648, -3.108, -3.782], [-6.912, -3.095, -4.139], [-4.731, -3.809, -4.541], [-5.135, -4.471, -5.611], [-3.404, -3.809, -4.176], [-2.555, -4.502, -4.937], [1.178, 5.636, 6.108], [0.862, 4.702, 4.971], [-0.447, 4.530, 4.531], [-0.766, 3.698, 3.471], [-2.228, 3.549, 3.085], [0.313, 3.040, 2.828], [-0.194, 2.581, 0.854], [-0.325, 0.586, 0.217], [0.491, -0.470, 0.351], [0.644, -1.307, -0.637], [1.229, -0.826, 1.555], [2.353, -1.657, 1.478], [3.000, -2.038, 2.639], [2.517, -1.613, 3.874], [1.393, -0.799, 3.955], [0.748, -0.401, 2.800], [1.617, 2.974, -0.177], [2.476, 1.974, -0.614], [3.639, 2.311, -1.284], [3.936, 3.646, -1.515], [3.067, 4.636, -1.088], [1.886, 4.332, -0.416], [0.956, 5.452, -0.007], [1.642, 3.110, 3.302], [2.795, 2.290, 2.768], [1.878, 3.960, 4.367], [0.333, 6.281, 6.345], [2.041, 6.259, 5.869], [1.431, 5.066, 7.007], [-1.251, 5.064, 5.033], [-2.853, 3.670, 3.969], [-2.457, 2.568, 2.675], [-2.540, 4.304, 2.362], [2.724, -1.978, 0.511], [3.878, -2.671, 2.585], [3.018, -1.926, 4.783], [1.011, -0.490, 4.922], [-0.145, 0.200, 2.867], [2.279, 0.932, -0.432], [4.313, 1.531, -1.619], [4.853, 3.916, -2.029], [3.304, 5.678, -1.278], [1.440, 6.422, -0.100], [0.632, 5.370, 1.037], [0.066, 5.470, -0.638], [2.472, 1.522, 2.079], [3.298, 1.790, 3.597], [3.533, 2.919, 2.266], [2.895, 4.041, 4.747]],
  "forces_ev_per_angstrom": [[-0.71, 1.37, -0.09], [-0.14, -0.24, -0.12], [-0.20, 0.22, -0.09], [0.47, -0.47, 0.44], [0.31, -0.79, -0.34], [0.34, 0.06, 0.20], [-0.41, -0.05, 0.01], [0.09, -0.10, -0.14], [0.15, 0.18, 0.00], [-0.10, 0.10, -0.08], [0.05, 0.17, -0.03], [0.02, -0.27, -0.03], [0.01, 0.03, -0.03], [0.03, -0.17, 0.27], [0.01, -0.05, 0.09], [-0.01, 0.03, 0.18], [-0.03, 0.05, 0.06], [-0.03, -0.39, -0.09], [-0.66, -0.18, 0.12], [0.03, -0.04, 0.16], [-0.01, -0.04, 0.16], [-0.12, 0.01, 0.12], [0.01, 0.06, -0.22], [-0.04, 0.04, -0.04], [0.19, -0.03, -0.28], [0.08, -0.02, -0.10], [0.21, -0.18, 0.05], [0.01, 0.00, 0.03], [-0.15, 0.10, 0.06], [-0.15, -0.01, 0.09], [0.11, 0.16, -0.20], [0.03, -0.06, 0.00], [0.21, 0.07, 0.26], [-0.13, 0.05, 0.04], [-0.03, 0.02, 0.06], [-0.33, 0.05, -0.06], [-0.08, 0.00, 0.00], [-0.14, -0.20, -0.32], [0.03, 0.03, 0.04], [0.28, 0.04, -0.01], [0.06, 0.10, 0.12], [-0.02, -0.10, -0.05], [0.01, 0.10, 0.12], [-0.05, 0.11, 0.16], [-0.04, -0.09, -0.11], [0.29, 0.07, 0.04], [0.09, -0.19, -0.14], [0.21, 0.24, -0.09], [0.56, -0.46, -0.07], [-0.04, 0.63, 0.34], [0.24, 0.13, -0.39], [-0.10, 0.14, 0.05], [0.05, 0.06, -0.10], [0.03, -0.01, -0.02], [0.05, -0.02, 0.02], [-0.05, 0.01, 0.08], [0.06, -0.12, -0.03], [-0.02, 0.35, 0.06], [-0.05, 0.07, -0.02], [0.06, -0.07, -0.05], [0.11, 0.02, -0.05], [0.02, 0.05, -0.01], [-0.14, 0.02, 0.11], [0.02, -0.21, 0.07], [-0.03, -0.11, -0.06], [-0.11, 0.32, 0.07], [0.13, 0.02, 0.11], [0.04, -0.04, -0.03], [-0.04, -0.03, 0.00], [-0.02, 0.02, -0.07], [0.10, -0.08, -0.04], [0.07, 0.02, 0.00], [-0.01, -0.14, -0.07], [0.02, 0.01, -0.07], [-0.04, -0.01, 0.10], [-0.08, 0.06, 0.02], [-0.02, 0.01, -0.06], [0.04, -0.03, -0.10], [-0.12, 0.02, -0.01], [-0.06, -0.15, 0.07], [-0.06, 0.07, 0.03], [-0.10, -0.02, 0.04], [-0.02, -0.08, 0.01], [0.05, -0.06, -0.02], [0.01, -0.04, 0.03], [-0.05, -0.02, -0.02], [-0.04, -0.13, -0.14], [-0.03, 0.05, 0.00], [-0.06, 0.00, 0.00], [-0.13, 0.01, -0.02]],
  "lowdin_spin": [0.7232, 0.0557, 0.0366, 0.0710, -0.0366, 0.0788, 0.0013, 0.0002, 0.0001, 0.0000, 0.0000, 0.0000, 0.0000, 0.0000, 0.0000, 0.0000, 0.0000, 0.0022, 0.0306, 0.0002, -0.0001, -0.0001, 0.0000, 0.0000, -0.0002, -0.0001, 0.0000, 0.0000, 0.0000, 0.0000, 0.0010, 0.0011, 0.0098, 0.0001, -0.0001, 0.0002, 0.0001, 0.0000, 0.0000, 0.0002, 0.0001, 0.0002, 0.0010, -0.0003, 0.0008, -0.0006, 0.0007, 0.0102, -0.0048, 0.0077, 0.0022, 0.0006, 0.0017, -0.0002, 0.0022, -0.0001, 0.0018, 0.0005, 0.0002, 0.0001, 0.0000, -0.0001, 0.0000, 0.0002, 0.0005, 0.0002, 0.0001, 0.0000, 0.0000, 0.0001, 0.0000, 0.0000, -0.0007, 0.0001, 0.0000, 0.0000, 0.0001, 0.0000, 0.0002, 0.0001, 0.0000, 0.0000, 0.0000, 0.0000, 0.0002, -0.0003, 0.0001, 0.0000, 0.0000, 0.0000],
  "molar_mass_g_mol": 1499.12,
  "multiplicity": 2,
  "homo_lumo_gap_ev": [5.626, 5.947],
  "charge": 2,
  "energy_ev": -213824.56917
}


{
  "formula": "C5H13NO",
  "method": "ωB97M-V/def2-TZVPD",
  "species": ["C", "C", "C", "C", "C", "N", "H", "H", "H", "H", "H", "H", "H", "H", "H", "H", "H", "H", "H", "O"],
  "xyz": [[-1.047, 1.567, 0.119], [1.316, -0.529, -1.531], [1.342, -0.357, -0.147], [2.237, 0.516, 0.432], [0.420, -1.186, 0.716], [-1.532, 0.729, -0.972], [0.036, 1.671, 0.040], [-1.531, 2.538, 0.139], [1.942, 0.170, -2.082], [1.166, -1.514, -1.963], [2.296, 0.573, 1.513], [3.050, 0.933, -0.156], [-0.395, -1.512, 0.080], [0.906, -2.088, 1.092], [-0.037, -0.635, 1.527], [-1.210, 1.068, 1.081], [-2.315, 0.186, -0.565], [-0.816, 0.039, -1.226], [-3.311, -1.366, 0.943], [-2.517, -0.803, 0.959]],
  "forces_ev_per_angstrom": [[0.18, -0.61, 0.25], [3.03, -0.09, 1.28], [-1.23, -0.47, 0.31], [0.46, -0.56, -0.62], [-0.01, -0.48, -0.62], [-0.32, -0.03, 0.42], [-0.02, 0.58, -0.14], [0.09, 0.08, -0.16], [-0.52, 0.05, -0.47], [-1.13, 0.30, -0.22], [0.04, 0.10, 0.00], [-0.31, 0.56, 0.05], [-0.11, -0.21, 0.21], [0.17, 0.15, 0.11], [0.24, 0.12, 0.15], [-0.19, 0.31, 0.08], [0.32, 0.23, -0.63], [-0.33, 0.17, -0.20], [-0.10, -0.04, -0.01], [-0.25, -0.17, 0.24]],
  "nbo_charge": [-0.4206, 0.0144, -0.1448, 0.0236, -0.6655, -0.7356, 0.1671, 0.2323, 0.2251, 0.2479, 0.2366, 0.2261, 0.2426, 0.2586, 0.2601, 0.1933, 0.3818, 0.3148, 0.4454, -0.5033],
  "molar_mass_g_mol": 103.16,
  "multiplicity": 2,
  "homo_lumo_gap_ev": [5.621, 5.386],
  "charge": 1,
  "energy_ev": -8920.23814
}


What did the second record say?
{
  "formula": "C5H13NO",
  "method": "ωB97M-V/def2-TZVPD",
  "species": ["C", "C", "C", "C", "C", "N", "H", "H", "H", "H", "H", "H", "H", "H", "H", "H", "H", "H", "H", "O"],
  "xyz": [[-1.047, 1.567, 0.119], [1.316, -0.529, -1.531], [1.342, -0.357, -0.147], [2.237, 0.516, 0.432], [0.420, -1.186, 0.716], [-1.532, 0.729, -0.972], [0.036, 1.671, 0.040], [-1.531, 2.538, 0.139], [1.942, 0.170, -2.082], [1.166, -1.514, -1.963], [2.296, 0.573, 1.513], [3.050, 0.933, -0.156], [-0.395, -1.512, 0.080], [0.906, -2.088, 1.092], [-0.037, -0.635, 1.527], [-1.210, 1.068, 1.081], [-2.315, 0.186, -0.565], [-0.816, 0.039, -1.226], [-3.311, -1.366, 0.943], [-2.517, -0.803, 0.959]],
  "forces_ev_per_angstrom": [[0.18, -0.61, 0.25], [3.03, -0.09, 1.28], [-1.23, -0.47, 0.31], [0.46, -0.56, -0.62], [-0.01, -0.48, -0.62], [-0.32, -0.03, 0.42], [-0.02, 0.58, -0.14], [0.09, 0.08, -0.16], [-0.52, 0.05, -0.47], [-1.13, 0.30, -0.22], [0.04, 0.10, 0.00], [-0.31, 0.56, 0.05], [-0.11, -0.21, 0.21], [0.17, 0.15, 0.11], [0.24, 0.12, 0.15], [-0.19, 0.31, 0.08], [0.32, 0.23, -0.63], [-0.33, 0.17, -0.20], [-0.10, -0.04, -0.01], [-0.25, -0.17, 0.24]],
  "nbo_charge": [-0.4206, 0.0144, -0.1448, 0.0236, -0.6655, -0.7356, 0.1671, 0.2323, 0.2251, 0.2479, 0.2366, 0.2261, 0.2426, 0.2586, 0.2601, 0.1933, 0.3818, 0.3148, 0.4454, -0.5033],
  "molar_mass_g_mol": 103.16,
  "multiplicity": 2,
  "homo_lumo_gap_ev": [5.621, 5.386],
  "charge": 1,
  "energy_ev": -8920.23814
}